Density functional theory data (wB97M-V/def2-TZVPD) for C17H18BHgN7O3S as an isolated structure.

Last column: Löwdin charge in e.
Atoms and positions in Å:
1 H 0.0752 2.2398 0.5289  0.0608
2 N 0.2345 1.2429 -1.3202  -0.0527
3 B 0.8831 0.5449 -3.6711  -0.4859
4 N 0.7148 1.6115 -2.5532  -0.0412
5 C 1.0644 2.9153 -2.5328  -0.0674
6 Hg -0.6628 -0.8387 -0.8798  1.2370
7 H 1.4662 3.3762 -3.4231  0.1191
8 C 0.8076 3.4033 -1.2575  -0.0434
9 H 0.9555 4.3999 -0.8906  0.0918
10 C 0.3119 2.3112 -0.5241  -0.1124
11 H 1.3801 0.9951 -4.6617  0.1176
12 C -1.6027 -2.4189 0.3025  -0.1169
13 H -1.7469 -2.4761 1.3841  0.0511
14 H -0.6195 -2.8783 0.1330  0.0429
15 H -2.3563 -3.0003 -0.2341  0.0509
16 N -0.5346 -0.0336 -3.9145  -0.0104
17 N 1.7590 -0.5683 -3.0169  -0.0289
18 N -1.2660 -0.5700 -2.8773  -0.1163
19 N 1.3938 -1.1498 -1.8364  -0.0657
20 C -1.2759 -0.0544 -5.0373  -0.0504
21 C 2.9829 -1.0115 -3.3752  -0.0609
22 H -0.8536 0.3373 -5.9511  0.1279
23 H 3.4352 -0.6462 -4.2833  0.1214
24 C -2.5072 -0.6236 -4.7348  -0.0572
25 C 3.4087 -1.9164 -2.4078  -0.0595
26 C -2.4671 -0.9399 -3.3732  -0.1244
27 C 2.3826 -1.9703 -1.4478  -0.1194
28 H -3.3251 -0.7905 -5.4057  0.0921
29 H 4.3293 -2.4638 -2.3987  0.0881
30 H -3.2086 -1.4012 -2.7354  0.1050
31 H 2.3147 -2.5254 -0.5201  0.1096
32 H -1.8462 -1.2216 0.1191  0.0105
33 O -0.9414 3.2972 3.4329  -0.3116
34 S 0.2001 2.4271 3.5801  0.6257
35 O 1.4414 2.9915 4.0498  -0.3042
36 N 0.3929 1.4664 2.2808  -0.0953
37 C 0.2147 0.1397 2.4556  -0.5009
38 O 0.4149 -0.7477 1.5921  -0.0945
39 C -0.2315 -0.1296 3.8578  -0.1411
40 C -0.6326 -1.3348 4.4500  -0.0172
41 C -1.0020 -1.3269 5.7989  -0.0781
42 C -0.9540 -0.1383 6.5502  -0.0700
43 C -0.5724 1.0672 5.9445  -0.0317
44 C -0.2329 1.0326 4.5971  -0.2241
45 H -0.6494 -2.2388 3.8404  0.1060
46 H -1.3279 -2.2490 6.2813  0.1005
47 H -1.2184 -0.1477 7.6064  0.1024
48 H -0.5284 2.0129 6.4784  0.1213

## Properties
Multiplicity: 1
LUMO level, hartree: -0.010
Relative energy (zero: lowest compared OMol25 entry of this formula, charge and spin), kcal/mol: 15.3
Kohn-Sham gap, eV: 8.172
Charge: 0